# 1
{
  "formula": "H4N2O2S",
  "method": "wB97M-V/def2-TZVPD",
  "elements": ["H", "N", "N", "H", "O", "S", "O", "H", "H"],
  "xyz": [[0.84, 1.27, 2.52], [0.57, 1.34, 1.53], [1.17, 0.59, 0.70], [0.86, 0.65, -0.28], [0.24, -0.37, -1.79], [-0.34, -1.44, -0.65], [-1.82, -0.89, -0.05], [0.34, -0.83, -2.69], [-1.86, -0.32, 0.70]],
  "mulliken_charge": [0.23, -0.33, -0.24, 0.39, -0.54, 0.22, -0.43, 0.36, 0.33],
  "homo_lumo_gap_ev": 9.19,
  "multiplicity": 1,
  "e_homo_ev": -8.787,
  "de_lowest_kj_mol": 316.22,
  "largest_force_ev_per_a": 3.6,
  "lumo_ha": 0.0148,
  "total_energy_ev": -17971.8680
}

=====

# 2
{
  "formula": "C6H9N4",
  "method": "wB97M-V/def2-TZVPD",
  "elements": ["C", "C", "C", "C", "C", "C", "N", "N", "N", "N", "H", "H", "H", "H", "H", "H", "H", "H", "H"],
  "xyz": [[-2.77, 0.98, 0.03], [-3.15, -0.27, 0.21], [0.13, 0.32, 0.02], [4.81, -0.10, 0.00], [2.38, -0.45, -0.07], [-3.60, -1.62, 0.04], [-1.77, 1.81, -0.01], [3.66, -0.48, 0.19], [-0.48, 1.49, -0.08], [1.49, 0.52, 0.05], [-3.84, 1.48, 0.11], [5.54, -0.72, 0.45], [4.96, 0.83, -0.54], [1.90, -1.41, -0.54], [-3.53, -2.15, -1.05], [-2.87, -2.33, 0.63], [-4.72, -1.61, 0.39], [0.17, 2.38, -0.24], [1.72, 1.35, 0.41]],
  "mulliken_charge": [0.23, 0.30, -0.60, -0.19, 0.23, -0.78, -1.09, -0.16, 0.49, 0.06, 0.22, 0.29, 0.27, 0.33, 0.26, 0.29, 0.30, 0.34, 0.22],
  "homo_lumo_gap_ev": [6.04, 6.04],
  "total_charge": 1,
  "multiplicity": 1,
  "e_homo_ev": [-10.905, -10.904],
  "de_lowest_kj_mol": 979.78,
  "largest_force_ev_per_a": 4.7,
  "lumo_ha": [-0.1788, -0.1789],
  "total_energy_ev": -12312.4793
}

=====

# 3
{
  "formula": "C4H14N2O",
  "method": "wB97M-V/def2-TZVPD",
  "elements": ["C", "C", "N", "C", "C", "N", "H", "H", "H", "H", "H", "H", "H", "H", "H", "H", "H", "H", "O", "H", "H"],
  "xyz": [[-0.38, 1.89, 1.62], [0.32, 1.81, 0.35], [1.07, 0.51, 0.38], [1.42, -0.49, -0.70], [0.64, -1.91, -0.51], [-0.66, -1.68, 0.28], [-1.12, 2.73, 1.59], [0.30, 1.98, 2.40], [-0.84, 0.94, 1.94], [0.89, 2.67, 0.06], [-0.26, 1.83, -0.56], [1.84, 0.48, 1.07], [2.47, -0.75, -0.73], [1.14, -0.04, -1.61], [0.28, -2.14, -1.53], [1.16, -2.84, -0.04], [-0.60, -1.76, 1.35], [-1.39, -2.42, 0.02], [-2.06, 0.07, -1.80], [-2.55, -0.36, -2.47], [-1.67, -0.50, -1.12]],
  "mulliken_charge": [-1.11, -0.43, -0.22, -0.72, -0.41, -0.65, 0.32, 0.39, 0.22, 0.37, 0.29, 0.20, 0.37, 0.35, 0.26, 0.33, 0.22, 0.23, -0.66, 0.29, 0.37],
  "homo_lumo_gap_ev": 9.07,
  "multiplicity": 1,
  "e_homo_ev": -8.136,
  "de_lowest_kj_mol": 261.71,
  "largest_force_ev_per_a": 3.7,
  "lumo_ha": 0.0342,
  "total_energy_ev": -9400.8945
}

=====

# 4
{
  "formula": "C4H5NS2",
  "method": "wB97M-V/def2-TZVPD",
  "elements": ["C", "C", "C", "S", "N", "C", "S", "H", "H", "H", "H", "H"],
  "xyz": [[0.81, 1.68, 0.01], [0.55, 0.32, 0.01], [1.63, -0.66, -0.02], [3.23, -0.37, -0.01], [-0.72, -0.22, -0.03], [-1.92, 0.40, 0.03], [-3.34, -0.38, 0.00], [1.80, 2.12, 0.04], [0.04, 2.45, -0.04], [1.33, -1.71, 0.13], [-0.85, -1.22, 0.04], [-1.88, 1.49, -0.08]],
  "mulliken_charge": [-1.09, 1.21, -0.42, -0.21, -0.16, -0.08, -0.31, 0.28, 0.18, 0.23, 0.22, 0.17],
  "homo_lumo_gap_ev": 7.33,
  "multiplicity": 1,
  "e_homo_ev": -8.837,
  "de_lowest_kj_mol": 170.46,
  "largest_force_ev_per_a": 3.5,
  "lumo_ha": -0.0553,
  "total_energy_ev": -27387.9492
}

=====

# 5
{
  "formula": "C34H21AlF9N5OS2",
  "method": "wB97M-V/def2-TZVPD",
  "elements": ["Al", "N", "C", "C", "C", "C", "C", "N", "C", "C", "C", "C", "C", "N", "H", "H", "H", "H", "H", "H", "H", "H", "H", "S", "C", "C", "C", "C", "C", "C", "N", "C", "C", "C", "C", "C", "C", "C", "C", "N", "C", "C", "C", "C", "C", "S", "C", "H", "H", "H", "H", "H", "H", "H", "H", "H", "H", "H", "H", "F", "C", "F", "F", "C", "O", "C", "F", "F", "F", "C", "F", "F", "F"],
  "xyz": [[-0.30, -0.03, -0.73], [-3.23, 0.47, -0.34], [-2.86, 0.95, -1.60], [-3.78, 1.68, -2.32], [-3.43, 2.14, -3.57], [-2.13, 1.89, -4.05], [-1.22, 1.25, -3.24], [-1.60, 0.79, -2.02], [-3.02, -0.84, 0.03], [-4.07, -1.60, 0.53], [-3.90, -2.96, 0.69], [-2.68, -3.53, 0.36], [-1.65, -2.72, -0.04], [-1.81, -1.38, -0.25], [-4.06, 0.86, 0.06], [-4.81, 1.81, -1.99], [-4.13, 2.68, -4.14], [-1.80, 2.17, -5.07], [-0.20, 1.11, -3.52], [-5.08, -1.19, 0.71], [-4.71, -3.60, 1.00], [-2.46, -4.58, 0.47], [-0.65, -3.12, -0.17], [4.01, -5.33, 0.92], [4.02, -6.60, -0.18], [3.14, -6.36, -1.20], [2.47, -5.10, -1.06], [2.85, -4.41, 0.07], [2.27, -3.15, 0.57], [1.42, -2.41, -0.20], [0.81, -1.33, 0.25], [1.07, -0.84, 1.49], [1.87, -1.54, 2.41], [2.10, -0.88, 3.68], [1.47, 0.24, 4.02], [0.57, 0.91, 3.11], [-0.04, 2.16, 3.38], [-0.90, 2.76, 2.48], [-1.04, 2.12, 1.24], [-0.40, 0.99, 0.91], [0.39, 0.37, 1.84], [-1.49, 4.08, 2.72], [-2.38, 4.74, 1.87], [-2.78, 6.03, 2.33], [-2.28, 6.27, 3.57], [-1.27, 5.04, 4.12], [2.46, -2.72, 1.90], [4.69, -7.43, -0.06], [2.98, -7.04, -2.03], [1.73, -4.80, -1.80], [1.23, -2.69, -1.20], [2.82, -1.31, 4.35], [1.60, 0.71, 5.01], [0.19, 2.71, 4.30], [-1.65, 2.50, 0.44], [-2.78, 4.30, 0.97], [-3.49, 6.66, 1.86], [-2.38, 7.17, 4.12], [3.14, -3.23, 2.58], [2.64, 2.10, 0.06], [2.45, 2.30, -1.30], [3.47, 3.03, -1.76], [1.33, 3.01, -1.46], [2.27, 0.91, -1.99], [1.06, 0.38, -1.69], [3.40, -0.03, -1.56], [3.36, -1.17, -2.24], [3.32, -0.31, -0.25], [4.60, 0.49, -1.77], [2.33, 1.10, -3.53], [1.71, 2.21, -3.92], [1.67, 0.10, -4.12], [3.58, 1.09, -4.04]],
  "mulliken_charge": [-1.00, 0.26, 0.52, -1.08, -0.57, -0.97, -0.22, 0.28, 0.74, -0.92, -0.51, -1.14, -0.28, 0.12, 0.38, 0.49, 0.51, 0.47, 0.59, 0.39, 0.47, 0.53, 0.83, -0.19, -0.39, -0.63, -0.40, 0.13, 1.22, -1.31, 1.45, -0.30, 0.61, -1.20, -1.24, 0.86, -0.78, 0.52, -0.04, 0.62, -0.16, 0.04, -0.38, -0.73, -0.28, -0.16, -1.01, 0.47, 0.39, 0.41, 0.69, 0.53, 0.46, 0.49, 0.45, 0.40, 0.42, 0.48, 0.51, -0.23, 0.33, -0.25, -0.24, 1.37, 0.11, 0.29, -0.29, -0.17, -0.25, 0.22, -0.24, -0.21, -0.26],
  "homo_lumo_gap_ev": 6.71,
  "total_charge": 2,
  "multiplicity": 1,
  "e_homo_ev": -13.083,
  "largest_force_ev_per_a": 2.3,
  "lumo_ha": -0.2341,
  "total_energy_ev": -97815.3726
}

=====

# 6
{
  "formula": "C4H5NO",
  "method": "wB97M-V/def2-TZVPD",
  "elements": ["C", "C", "C", "O", "N", "C", "H", "H", "H", "H", "H"],
  "xyz": [[1.04, 0.94, 0.38], [-0.05, -0.01, 0.04], [-1.39, 0.25, -0.08], [-2.13, -0.66, -0.59], [-0.82, -1.94, -0.90], [0.17, -1.38, -0.33], [0.63, 1.92, 0.64], [1.63, 0.58, 1.21], [1.71, 1.10, -0.46], [-1.88, 1.13, 0.30], [1.09, -1.92, -0.21]],
  "mulliken_charge": [-1.14, 0.37, -0.07, -0.45, -0.32, -0.10, 0.32, 0.30, 0.27, 0.40, 0.42],
  "homo_lumo_gap_ev": 8.67,
  "multiplicity": 1,
  "e_homo_ev": -8.800,
  "de_lowest_kj_mol": 283.13,
  "largest_force_ev_per_a": 3.4,
  "lumo_ha": -0.0046,
  "total_energy_ev": -7763.5920
}

=====

# 7
{
  "formula": "C2H6IO2P",
  "method": "wB97M-V/def2-TZVPD",
  "elements": ["C", "C", "O", "O", "P", "I", "H", "H", "H", "H", "H", "H"],
  "xyz": [[0.11, 1.04, 0.14], [0.68, -0.32, -0.04], [-0.28, -1.28, 0.48], [-2.84, -1.25, 0.45], [-1.58, -1.80, -0.34], [-3.97, 0.30, -0.02], [-0.79, 1.04, -0.43], [-0.34, 1.32, 1.17], [0.76, 1.87, -0.21], [1.62, -0.54, 0.49], [1.10, -0.59, -1.06], [-1.65, -2.86, 0.45]],
  "mulliken_charge": [-0.78, -0.21, -0.26, -0.43, 0.15, 0.29, 0.15, 0.25, 0.33, 0.26, 0.25, -0.01],
  "homo_lumo_gap_ev": 8.10,
  "multiplicity": 1,
  "e_homo_ev": -9.016,
  "de_lowest_kj_mol": 248.26,
  "largest_force_ev_per_a": 3.0,
  "lumo_ha": -0.0337,
  "total_energy_ev": -23654.4008
}

=====

# 8
{
  "formula": "C13H25BrCl8N3O6P2",
  "method": "wB97M-V/def2-TZVPD",
  "elements": ["C", "C", "O", "N", "C", "C", "O", "C", "N", "Br", "C", "P", "C", "O", "C", "C", "N", "P", "O", "O", "O", "H", "H", "H", "H", "H", "H", "H", "H", "H", "H", "H", "H", "H", "H", "H", "H", "H", "C", "Cl", "Cl", "H", "H", "C", "Cl", "Cl", "H", "H", "C", "Cl", "Cl", "H", "H", "C", "Cl", "Cl", "H", "H"],
  "xyz": [[-0.92, 3.48, -1.50], [-0.79, 2.12, -2.07], [-0.45, 1.96, -3.21], [-1.11, 0.92, -1.26], [-1.94, -0.04, -2.00], [-1.67, -1.52, -2.00], [-2.89, 0.41, -2.59], [-0.04, 0.40, -0.61], [-0.16, -0.30, 0.47], [-1.76, -0.70, 1.33], [1.07, -0.81, 1.06], [1.17, -0.82, 2.95], [0.46, -2.46, 3.42], [2.74, -0.81, 3.39], [2.21, -0.20, 0.25], [1.44, 0.53, -0.90], [1.82, 1.97, -0.80], [2.19, 0.01, -2.51], [3.62, -0.14, -2.24], [2.04, 1.13, -3.61], [1.63, -1.39, -2.96], [-0.34, 4.14, -2.13], [-0.64, 3.55, -0.46], [-1.96, 3.80, -1.57], [-2.33, -1.94, -2.75], [-1.93, -2.00, -1.06], [-0.66, -1.76, -2.32], [1.05, -1.88, 0.80], [1.09, -3.01, 4.10], [0.25, -3.03, 2.52], [-0.50, -2.24, 3.87], [3.10, 0.08, 3.31], [2.87, -1.01, -0.03], [2.87, 0.49, 0.77], [2.82, 2.02, -0.95], [1.61, 2.28, 0.14], [1.78, 1.96, -3.18], [2.41, -1.94, -3.13], [2.17, 1.69, 6.42], [2.71, 0.02, 6.24], [1.80, 2.43, 4.85], [1.28, 1.71, 7.03], [2.97, 2.26, 6.89], [1.82, -1.43, -6.58], [1.27, -3.05, -6.13], [3.08, -0.84, -5.49], [2.22, -1.46, -7.58], [0.97, -0.75, -6.53], [-4.13, 2.84, 1.18], [-3.18, 1.61, 2.03], [-3.32, 4.41, 1.18], [-4.28, 2.52, 0.15], [-5.09, 2.95, 1.67], [-4.22, -3.70, 2.43], [-3.58, -2.61, 3.67], [-3.10, -3.88, 1.07], [-4.39, -4.67, 2.87], [-5.15, -3.29, 2.06]],
  "mulliken_charge": [-1.26, 0.56, -0.45, 0.67, 0.66, -0.70, -0.53, -1.66, 0.20, 0.12, -0.02, 0.38, -1.02, -0.50, -1.48, 2.11, -0.82, 0.84, -0.75, -0.47, -0.39, 0.33, 0.33, 0.34, 0.41, 0.05, 0.11, 0.34, 0.42, 0.31, 0.26, 0.36, 0.36, 0.37, 0.34, 0.26, 0.37, 0.41, -0.30, -0.11, -0.13, 0.27, 0.31, -0.22, -0.16, -0.09, 0.33, 0.22, -0.32, -0.13, -0.15, 0.18, 0.39, -0.31, -0.13, -0.12, 0.34, 0.28],
  "homo_lumo_gap_ev": 7.17,
  "total_charge": 1,
  "multiplicity": 1,
  "e_homo_ev": -11.131,
  "largest_force_ev_per_a": 2.9,
  "lumo_ha": -0.1455,
  "total_energy_ev": -219435.4947
}